# C6H2FI

C6H2FI as an isolated structure at a distorted geometry (the ωB97M-V functional and the def2-TZVPD basis, the OMol25 dataset).

Structure (ORCA input):
```
! wB97M-V def2-TZVPD RIJCOSX def2/J DEFGRID3
* xyz 0 1
C 0.84 1.79 -0.69
C 1.35 2.56 0.19
C 0.21 0.65 -0.63
C 0.12 0.18 0.77
C 1.28 2.62 1.46
C 0.41 0.94 1.83
F 0.26 0.95 3.13
I 1.70 3.88 3.09
H -0.23 0.05 -1.33
H -0.24 -0.75 0.86
*
```

Results
E_HOMO = -8.93 eV
Kohn-Sham gap = 8.77 eV
molecular weight = 219.98 g mol⁻¹
relative energy (zero: lowest compared OMol25 entry of this formula, charge and spin) = 0.0 kcal/mol
energy = -627.1598 a.u.
lowest unoccupied orbital energy = -0.2 eV

Here are the Mulliken charges for atoms 1 to 4, given in e:
1 C 0.02
2 C 0.52
3 C -0.56
4 C -0.49

# C6H2N

An isolated ion of composition C6H2N and charge +1 at a distorted geometry (the ωB97M-V functional and the def2-TZVPD basis, the OMol25 dataset).

Structure (ORCA input):
```
! wB97M-V def2-TZVPD RIJCOSX def2/J DEFGRID3
* xyz 1 1
C -0.44 -0.20 -1.94
C -1.10 -0.47 -2.98
C 0.39 0.57 -1.10
C -0.88 -1.01 0.62
C -2.42 -2.69 -0.29
C -0.27 -0.30 -0.33
N -1.55 -2.05 0.15
H 1.24 1.29 -1.13
H -0.97 -0.81 1.62
*
```

Results
E_HOMO (spin up / spin down) = -15.86 / -15.59 eV
Kohn-Sham gap (spin up / spin down) = 7.33 / 7.08 eV
molecular weight = 88.09 g mol⁻¹
relative energy (zero: lowest compared OMol25 entry of this formula, charge and spin) = 76.2 kcal/mol
energy = -283.9402 a.u.
lowest unoccupied orbital energy (spin up / spin down) = -8.5 / -8.5 eV

Here are the Mulliken charges for atoms 1 to 4, given in e:
1 C 0.19
2 C 0.00
3 C -0.26
4 C -0.08

# C6H30N2O7

A 8-piece molecular cluster, C6H30N2O7 overall at a distorted geometry (the ωB97M-V functional and the def2-TZVPD basis, the OMol25 dataset).

Structure (ORCA input):
```
! wB97M-V def2-TZVPD RIJCOSX def2/J DEFGRID3
* xyz 0 1
C 0.07 -0.29 0.62
N -0.26 0.31 -0.66
C -1.00 -0.40 -1.67
C -2.43 0.04 -2.00
N -3.34 -0.22 -0.85
C 1.65 -0.57 0.62
C 2.61 1.35 2.07
C 2.43 0.77 0.61
H 0.00 0.34 1.50
H -0.43 -1.26 0.67
H -0.39 1.31 -0.70
H -1.21 -1.45 -1.44
H -0.36 -0.37 -2.58
H -2.51 1.07 -2.41
H -2.82 -0.56 -2.81
H -4.21 0.29 -0.94
H -2.85 0.13 -0.03
H 1.84 -1.28 1.42
H 1.86 -0.92 -0.39
H 1.68 1.92 2.20
H 2.68 0.57 2.84
H 3.49 1.94 2.23
H 3.45 0.55 0.31
H 1.72 1.45 0.14
H 1.26 1.07 -2.73
H 2.19 2.23 -2.87
O 1.49 1.77 -3.35
H -2.56 -1.02 3.41
H -2.31 0.26 2.77
O -2.00 -0.65 2.71
H -1.71 2.59 1.48
H -2.92 2.58 2.44
O -2.23 2.02 2.08
H 2.72 0.23 -3.46
H 2.95 -1.29 -3.53
O 3.14 -0.51 -3.00
H -2.41 -2.13 1.27
H -2.97 -2.34 -0.12
O -2.31 -2.68 0.48
H -1.27 -2.30 3.43
H -1.29 -3.73 3.15
O -1.70 -3.11 3.76
H 3.44 1.72 -1.08
H 4.66 1.41 -1.85
O 3.97 2.10 -1.79
*
```

Results
E_HOMO = -8.39 eV
Kohn-Sham gap = 8.25 eV
molecular weight = 242.31 g mol⁻¹
SMILES = CCCCNCCN.O.O.O.O.O.O.O
relative energy (zero: lowest compared OMol25 entry of this formula, charge and spin) = 62.0 kcal/mol
energy = -882.7337 a.u.
lowest unoccupied orbital energy = -0.1 eV

Here are the Mulliken charges for atoms 1 to 4, given in e:
1 C -0.59
2 N 0.25
3 C -0.69
4 C -0.76

# C6H30N2O7

A 8-piece molecular cluster, C6H30N2O7 overall at a distorted geometry (the ωB97M-V functional and the def2-TZVPD basis, the OMol25 dataset).

Structure (ORCA input):
```
! wB97M-V def2-TZVPD RIJCOSX def2/J DEFGRID3
* xyz 0 1
C -2.35 0.83 1.09
N -1.15 0.15 1.53
C 0.50 1.97 3.46
C 0.82 0.62 2.93
C 0.23 0.51 1.40
C 0.97 -0.44 0.48
N 1.12 -0.06 -0.98
C 2.16 -0.88 -1.64
H -2.00 1.49 0.30
H -3.00 0.23 0.51
H -2.88 1.39 1.91
H -1.40 -0.15 2.50
H 0.78 2.76 2.79
H -0.56 2.25 3.61
H 1.07 2.13 4.39
H 1.87 0.36 2.76
H 0.45 -0.19 3.57
H 0.29 1.57 1.06
H 0.55 -1.41 0.36
H 1.96 -0.46 1.03
H 1.45 0.90 -1.00
H 2.91 -0.17 -2.06
H 1.58 -1.41 -2.45
H 2.59 -1.67 -1.04
H 1.30 0.41 -3.63
H 1.90 1.45 -4.39
O 2.15 0.57 -4.08
H -2.87 -3.54 -1.17
H -2.40 -2.10 -0.96
O -3.13 -2.73 -0.66
H -0.30 -2.80 -1.43
H -0.27 -1.42 -2.11
O -0.88 -2.17 -1.91
H -0.99 -2.21 1.25
H -1.94 -3.24 0.52
O -1.25 -3.14 1.20
H 0.15 -5.01 -0.44
H 0.09 -3.82 0.42
O 0.70 -4.24 -0.24
H 1.89 4.12 -2.29
H 0.36 4.09 -1.95
O 1.05 3.76 -2.57
H -1.54 4.38 -1.21
H -1.14 3.26 -0.23
O -0.84 4.08 -0.63
*
```

Results
E_HOMO = -8.88 eV
Kohn-Sham gap = 9.20 eV
molecular weight = 242.31 g mol⁻¹
SMILES = CC[C@@H](CNC)NC.O.O.O.O.O.O.O
relative energy (zero: lowest compared OMol25 entry of this formula, charge and spin) = 73.5 kcal/mol
energy = -882.7155 a.u.
lowest unoccupied orbital energy = 0.3 eV

Here are the Mulliken charges for atoms 1 to 4, given in e:
1 C -0.90
2 N -0.04
3 C -1.18
4 C -0.63

# C6H31NO8

A 9-piece molecular cluster, C6H31NO8 overall at a distorted geometry (the ωB97M-V functional and the def2-TZVPD basis, the OMol25 dataset).

Structure (ORCA input):
```
! wB97M-V def2-TZVPD RIJCOSX def2/J DEFGRID3
* xyz 0 1
C -2.56 1.64 -0.46
C -2.33 0.28 -1.10
C -0.86 0.11 -1.57
C 0.05 -0.04 -0.33
C 0.97 -1.21 -0.49
C 2.15 -0.94 -1.42
N 3.18 -0.20 -0.68
H -3.63 1.76 -0.25
H -2.27 2.48 -1.08
H -1.87 1.77 0.38
H -2.98 0.15 -1.97
H -2.63 -0.48 -0.38
H -0.77 0.98 -2.21
H -0.84 -0.82 -2.14
H 0.57 0.90 -0.16
H -0.62 -0.19 0.52
H 0.48 -2.15 -0.79
H 1.43 -1.53 0.45
H 2.49 -1.86 -1.90
H 1.83 -0.27 -2.22
H 3.18 -0.51 0.29
H 4.12 -0.38 -1.03
H 2.34 2.16 2.31
H 2.15 2.21 0.80
O 2.19 2.77 1.58
H -1.84 -4.03 -1.70
H -1.85 -3.07 -0.45
O -1.51 -3.19 -1.36
H -0.86 3.52 2.68
H 0.51 2.90 2.06
O -0.29 2.75 2.61
H 3.33 -0.12 3.08
H 1.86 0.04 3.43
O 2.47 0.02 2.68
H -0.97 0.20 4.57
H -0.33 0.91 3.50
O -0.25 0.03 3.94
H 1.46 2.75 -2.29
H 1.85 1.86 -1.07
O 1.35 2.64 -1.35
H -1.79 -2.42 -3.07
H -0.69 -2.24 -4.11
O -1.64 -2.37 -4.03
H -1.47 -2.37 1.85
H -2.90 -1.93 1.61
O -2.22 -2.52 1.25
*
```

Results
E_HOMO = -9.50 eV
Kohn-Sham gap = 9.73 eV
molecular weight = 245.31 g mol⁻¹
SMILES = CCCCCCN.O.O.O.O.O.O.O.O
relative energy (zero: lowest compared OMol25 entry of this formula, charge and spin) = 36.8 kcal/mol
energy = -903.8711 a.u.
lowest unoccupied orbital energy = 0.2 eV

Here are the Mulliken charges for atoms 1 to 4, given in e:
1 C -1.12
2 C -0.49
3 C 0.27
4 C 0.55

# C6H32N2O9

A 10-piece molecular cluster, C6H32N2O9 overall at a distorted geometry (the ωB97M-V functional and the def2-TZVPD basis, the OMol25 dataset).

Structure (ORCA input):
```
! wB97M-V def2-TZVPD RIJCOSX def2/J DEFGRID3
* xyz 1 2
C -1.63 -2.00 -0.14
C -0.15 -1.63 -0.34
C 0.01 -0.20 -0.85
C 1.30 0.09 -1.62
C 1.49 -0.54 -2.77
C 2.12 2.32 -1.67
N 2.19 1.06 -1.13
N 0.60 -1.76 0.97
H -2.28 -1.15 -0.33
H -1.85 -2.74 -0.90
H -1.78 -2.48 0.82
H 0.32 -2.36 -0.99
H -0.82 0.03 -1.49
H -0.19 0.49 -0.03
H 0.78 -1.23 -3.18
H 2.33 -0.32 -3.42
H 2.64 3.17 -1.31
H 1.41 2.49 -2.44
H 2.64 0.83 -0.26
H 0.79 -2.73 1.18
H -0.02 -1.45 1.73
H 1.43 -1.16 1.00
H 0.93 2.37 1.74
H 0.91 3.69 0.92
O 1.43 2.89 1.09
H -2.37 2.88 0.34
H -1.91 2.39 -1.05
O -1.68 2.39 -0.11
H -3.75 0.29 -3.17
H -2.60 -0.31 -3.98
O -2.78 0.27 -3.24
H -1.00 3.48 -3.10
H -1.41 2.02 -3.15
O -0.78 2.62 -2.73
H -2.18 -1.35 2.76
H -2.02 -1.85 4.30
O -1.59 -1.42 3.55
H 3.76 0.07 2.39
H 2.22 -0.05 2.40
O 3.01 -0.07 1.80
H 3.64 -1.49 0.26
H 3.79 -2.90 0.83
O 3.22 -2.35 0.29
H -0.33 -0.33 3.29
H 0.67 0.70 3.87
O 0.44 0.23 3.06
H -4.14 -1.41 2.06
H -3.46 -0.29 1.19
O -3.37 -1.20 1.54
*
```

Results
E_HOMO (spin up / spin down) = -7.44 / -11.46 eV
Kohn-Sham gap (spin up / spin down) = 4.79 / 8.80 eV
molecular weight = 276.33 g mol⁻¹
relative energy (zero: lowest compared OMol25 entry of this formula, charge and spin) = 11.2 kcal/mol
energy = -1034.1677 a.u.
lowest unoccupied orbital energy (spin up / spin down) = -2.7 / -2.7 eV

Here are the Mulliken charges for atoms 1 to 4, given in e:
1 C -1.61
2 C 0.92
3 C -0.93
4 C -0.04

# C6H32O11

A 11-piece molecular cluster, C6H32O11 overall at a distorted geometry (the ωB97M-V functional and the def2-TZVPD basis, the OMol25 dataset).

Structure (ORCA input):
```
! wB97M-V def2-TZVPD RIJCOSX def2/J DEFGRID3
* xyz 0 1
C 1.16 -1.01 -0.12
O 1.57 0.23 0.32
C 1.67 -2.24 0.69
C 1.47 -2.06 2.24
C -0.03 -1.86 2.71
C -0.81 -1.00 2.09
C -2.25 -0.76 2.52
H 1.36 -0.93 -1.21
H 0.07 -1.07 -0.12
H 1.48 0.39 1.28
H 2.75 -2.42 0.54
H 1.18 -3.16 0.27
H 1.95 -1.21 2.78
H 1.81 -3.01 2.59
H -0.37 -2.45 3.53
H -0.55 -0.27 1.31
H -2.14 -0.65 3.60
H -2.80 0.10 1.98
H -2.74 -1.68 2.27
H 1.45 2.07 -2.32
H 1.85 0.72 -1.92
O 2.21 1.47 -2.39
H -1.25 1.74 -1.68
H -2.42 1.66 -0.79
O -2.12 1.24 -1.70
H -2.09 -0.88 -1.78
H -2.01 -1.02 -3.29
O -1.68 -1.41 -2.45
H -2.87 1.11 -3.51
H -1.71 0.94 -4.62
O -2.61 0.75 -4.38
H -1.47 3.37 0.49
H -2.16 2.14 1.18
O -2.27 2.78 0.47
H 0.77 2.86 4.04
H -0.54 2.18 4.20
O 0.19 2.15 3.57
H 0.44 -4.32 -2.48
H -0.61 -3.59 -1.71
O 0.33 -3.87 -1.66
H 0.47 4.47 1.27
H 0.16 2.95 1.09
O 0.05 3.81 0.71
H 0.51 -1.13 -4.23
H 0.74 -1.15 -2.65
O 1.11 -1.17 -3.51
H 4.10 1.17 0.37
H 2.85 1.96 0.10
O 3.77 2.06 0.30
*
```

Results
E_HOMO = -9.55 eV
Kohn-Sham gap = 9.19 eV
molecular weight = 280.31 g mol⁻¹
SMILES = C/C=C/CCCO.O.O.O.O.O.O.O.O.O.O
relative energy (zero: lowest compared OMol25 entry of this formula, charge and spin) = 76.9 kcal/mol
energy = -1075.3391 a.u.
lowest unoccupied orbital energy = -0.4 eV

Here are the Mulliken charges for atoms 1 to 4, given in e:
1 C -0.30
2 O -0.50
3 C -0.54
4 C -0.94

# C6H34N2O9

A 10-piece molecular cluster, C6H34N2O9 overall at a distorted geometry (the ωB97M-V functional and the def2-TZVPD basis, the OMol25 dataset).

Structure (ORCA input):
```
! wB97M-V def2-TZVPD RIJCOSX def2/J DEFGRID3
* xyz 0 1
C 0.26 1.47 0.49
N 0.32 0.80 -0.83
C 1.64 0.12 -1.06
C 1.77 -1.49 -0.98
C -1.20 1.53 0.98
N -1.71 0.17 1.12
C -1.46 -0.29 2.52
C -3.20 0.01 0.88
H 0.77 2.46 0.32
H 0.89 1.05 1.33
H -0.47 0.20 -1.02
H 2.39 0.58 -0.41
H 1.92 0.50 -2.05
H 2.82 -1.66 -0.74
H 1.14 -1.75 -0.14
H 1.46 -1.95 -1.87
H -1.73 2.07 0.26
H -1.31 2.14 1.86
H -0.44 -0.26 2.87
H -1.95 -1.25 2.76
H -1.95 0.39 3.23
H -3.68 1.01 0.97
H -3.44 -0.26 -0.11
H -3.67 -0.62 1.63
H -0.72 3.22 -1.42
H -2.13 3.50 -0.80
O -1.22 3.74 -0.78
H -0.19 -4.77 0.91
H 0.60 -4.02 -0.12
O 0.48 -4.93 0.26
H 1.46 -3.59 1.97
H 0.15 -2.67 2.19
O 0.89 -3.11 2.58
H 4.03 2.07 1.68
H 2.48 1.70 1.22
O 3.24 2.33 1.20
H -0.66 -0.87 -2.75
H -1.52 -1.40 -3.92
O -0.89 -1.67 -3.22
H -1.09 -2.74 -0.88
H -1.46 -2.00 0.50
O -1.27 -2.82 0.06
H -0.59 1.73 -3.61
H 0.15 0.91 -4.57
O -0.62 0.85 -3.99
H 0.89 2.65 -2.08
H 0.45 3.94 -2.47
O 1.13 3.34 -2.76
H 2.60 0.47 2.32
H 1.91 -0.74 3.38
O 2.75 -0.10 3.08
*
```

Results
E_HOMO = -9.50 eV
Kohn-Sham gap = 9.54 eV
molecular weight = 278.34 g mol⁻¹
SMILES = CCNCCN(C)C.O.O.O.O.O.O.O.O.O
relative energy (zero: lowest compared OMol25 entry of this formula, charge and spin) = 122.6 kcal/mol
energy = -1035.5446 a.u.
lowest unoccupied orbital energy = 0.0 eV

Here are the Mulliken charges for atoms 1 to 4, given in e:
1 C 0.13
2 N 0.54
3 C -0.70
4 C -0.83